(1)
The following is a DFT calculation (the ωB97M-V functional and the def2-TZVPD basis) of a cluster of 2 separate species, C9H11BrS in total.

Calculated values
Calculated total energy ... -90385.811 eV
Spin multiplicity ... 1
E_LUMO (alpha / beta) ... -2.14 / -2.13 eV
Energy relative to the best compared isomer or geometry (same formula, charge and spin) ... 185.6 kJ/mol
Net charge ... 0

Geometry (Å):
1 C 0.733 -2.789 -0.233
2 C 0.160 -2.109 -1.330
3 C 1.106 -2.073 0.886
4 C -0.008 -0.706 -1.290
5 C 0.942 -0.722 0.975
6 C 0.315 -0.027 -0.098
7 C -0.716 2.007 -0.961
8 C 0.712 2.197 1.197
9 C 0.224 1.419 0.014
10 S -2.418 0.132 1.329
11 Br -3.127 -0.994 -0.366
12 H 0.612 -3.887 -0.158
13 H -0.101 -2.682 -2.115
14 H 1.436 -2.742 1.672
15 H -0.428 -0.194 -2.131
16 H 1.028 -0.240 1.913
17 H -0.463 1.634 -2.009
18 H -0.811 3.076 -0.877
19 H -1.631 1.581 -0.785
20 H 1.706 1.635 1.541
21 H -0.098 2.264 2.006
22 H 0.826 3.218 0.817

(2)
The following is a DFT calculation (the ωB97M-V functional and the def2-TZVPD basis) of a cluster of 9 separate species, C39H104N8O11 in total.

Calculated values
Calculated total energy ... -76562.479 eV
Spin multiplicity ... 1
E_LUMO ... 0.28 eV
Energy relative to the best compared isomer or geometry (same formula, charge and spin) ... 438.3 kJ/mol
Net charge ... 0
SMILES ... COC[C@H](C)N.COC[C@H](C)N.COC[C@H](C)N.COC[C@H](C)N.COC[C@H](C)N.COC[C@H](C)N.COCCNCCOC.COCCNCCOC.CC(C)O

Geometry (Å):
1 C 0.790 -0.651 -2.863
2 O -0.566 -0.523 -2.428
3 C -0.872 -0.861 -1.047
4 C -2.317 -0.439 -0.643
5 C -2.429 1.092 -0.634
6 N -2.569 -0.972 0.680
7 H 0.788 -0.772 -3.947
8 H 1.181 -1.553 -2.391
9 H 1.338 0.267 -2.655
10 H -0.790 -1.942 -0.940
11 H -0.161 -0.491 -0.308
12 H -3.015 -0.954 -1.304
13 H -1.975 1.473 -1.548
14 H -1.996 1.496 0.281
15 H -3.501 1.282 -0.688
16 H -2.476 -1.974 0.591
17 H -3.535 -0.851 0.949
18 C -8.189 4.939 5.614
19 O -8.232 5.949 6.603
20 C -9.462 6.116 7.332
21 C -10.566 6.705 6.457
22 C -10.363 8.065 5.902
23 N -11.786 6.773 7.295
24 H -8.269 3.964 6.094
25 H -7.189 4.992 5.183
26 H -8.892 5.176 4.816
27 H -9.638 5.132 7.767
28 H -9.352 6.779 8.191
29 H -10.790 6.069 5.601
30 H -10.485 8.924 6.561
31 H -11.010 8.239 5.042
32 H -9.346 8.097 5.511
33 H -12.473 7.127 6.645
34 H -11.637 7.476 8.005
35 C 2.339 -8.316 -3.080
36 O 1.957 -8.770 -4.334
37 C 0.545 -8.830 -4.541
38 C 0.279 -9.298 -6.009
39 C 1.083 -8.594 -7.085
40 N -1.112 -9.217 -6.395
41 H 3.114 -7.551 -3.128
42 H 2.517 -9.122 -2.367
43 H 1.534 -7.758 -2.603
44 H 0.116 -9.526 -3.820
45 H 0.079 -7.855 -4.401
46 H 0.607 -10.335 -6.084
47 H 0.916 -7.525 -7.216
48 H 0.794 -9.031 -8.041
49 H 2.167 -8.622 -6.967
50 H -1.613 -8.463 -5.948
51 H -1.504 -9.996 -5.885
52 C -0.061 9.614 -8.981
53 O 0.550 8.625 -8.159
54 C 0.398 7.284 -8.691
55 C 0.680 6.182 -7.502
56 C 2.176 5.959 -7.062
57 N 0.297 4.843 -7.949
58 H -0.076 10.587 -8.490
59 H -1.067 9.444 -9.366
60 H 0.586 9.781 -9.842
61 H -0.588 7.139 -9.133
62 H 1.100 7.069 -9.496
63 H 0.172 6.510 -6.595
64 H 2.253 5.432 -6.111
65 H 2.649 6.941 -7.029
66 H 2.680 5.287 -7.757
67 H 0.252 4.166 -7.201
68 H -0.615 4.827 -8.383
69 C -11.607 3.534 0.074
70 O -12.364 2.348 0.221
71 C -11.803 1.336 1.082
72 C -10.440 0.802 0.553
73 C -10.523 0.308 -0.865
74 N -9.979 -0.322 1.373
75 H -12.069 4.213 -0.643
76 H -10.591 3.330 -0.264
77 H -11.639 4.012 1.053
78 H -11.654 1.740 2.084
79 H -12.577 0.573 1.165
80 H -9.662 1.565 0.513
81 H -9.590 -0.118 -1.233
82 H -10.876 1.109 -1.515
83 H -11.243 -0.503 -0.979
84 H -10.233 -1.210 0.964
85 H -10.567 -0.373 2.192
86 C 5.617 -4.017 -10.040
87 O 6.379 -3.960 -8.832
88 C 7.508 -4.846 -8.756
89 C 8.447 -4.570 -7.607
90 C 7.803 -4.779 -6.242
91 N 8.731 -3.180 -7.809
92 H 4.608 -3.612 -9.962
93 H 5.543 -5.056 -10.361
94 H 6.158 -3.438 -10.789
95 H 7.079 -5.811 -8.487
96 H 8.057 -4.914 -9.695
97 H 9.435 -5.031 -7.597
98 H 6.852 -4.266 -6.102
99 H 8.471 -4.476 -5.435
100 H 7.495 -5.820 -6.142
101 H 7.869 -2.705 -8.035
102 H 9.316 -3.149 -8.632
103 C -2.707 -6.523 1.867
104 O -2.209 -6.419 3.243
105 C -1.073 -7.267 3.481
106 C -0.629 -7.154 4.997
107 N -0.521 -5.760 5.452
108 C 0.629 -5.043 4.951
109 C 1.980 -5.735 5.310
110 O 2.543 -6.568 4.256
111 C 3.509 -7.465 4.678
112 H -3.155 -7.503 1.703
113 H -2.004 -6.377 1.047
114 H -3.564 -5.860 1.758
115 H -0.268 -6.925 2.831
116 H -1.447 -8.246 3.180
117 H 0.293 -7.697 5.203
118 H -1.464 -7.692 5.447
119 H -1.297 -5.229 5.083
120 H 0.685 -4.082 5.461
121 H 0.532 -4.831 3.886
122 H 1.832 -6.226 6.272
123 H 2.696 -4.953 5.561
124 H 3.095 -8.041 5.506
125 H 4.450 -7.010 4.988
126 H 3.919 -8.085 3.881
127 C 7.140 0.325 2.186
128 O 7.944 1.210 2.944
129 C 7.838 0.899 4.355
130 C 8.749 1.862 5.136
131 N 8.307 3.197 4.983
132 C 9.088 4.041 5.906
133 C 8.667 5.508 5.710
134 O 9.384 6.106 4.613
135 C 9.066 7.466 4.359
136 H 6.188 0.066 2.649
137 H 7.675 -0.611 2.027
138 H 6.950 0.741 1.196
139 H 7.964 -0.165 4.559
140 H 6.825 1.130 4.684
141 H 9.719 1.713 4.662
142 H 8.818 1.637 6.200
143 H 8.422 3.526 4.035
144 H 10.156 4.045 5.686
145 H 8.956 3.789 6.958
146 H 8.973 6.015 6.625
147 H 7.584 5.562 5.604
148 H 8.023 7.570 4.061
149 H 9.764 7.895 3.639
150 H 9.270 8.002 5.285
151 C 2.024 3.934 4.038
152 C 1.849 4.669 5.423
153 C 0.506 4.500 5.983
154 O 2.713 4.055 6.349
155 H 1.988 2.857 4.201
156 H 2.942 4.276 3.561
157 H 1.233 4.227 3.348
158 H 2.118 5.722 5.335
159 H 0.463 4.833 7.020
160 H 0.241 3.443 5.996
161 H -0.292 4.968 5.407
162 H 3.552 3.932 5.900

(3)
The following is a DFT calculation (the ωB97M-V functional and the def2-TZVPD basis) of a structure of composition C21H20N2OPdS6.

Calculated values
Calculated total energy ... -95621.299 eV
Spin multiplicity ... 1
E_LUMO ... 4.31 eV
Energy relative to the best compared isomer or geometry (same formula, charge and spin) ... 9.7 kJ/mol
Net charge ... -2

Geometry (Å):
1 Pd 0.152 0.087 1.216
2 S 0.622 -4.097 3.116
3 C 1.708 -2.967 3.809
4 C 1.560 -1.730 3.269
5 C 0.549 -1.609 2.241
6 C -0.043 -2.840 2.062
7 C -1.111 -3.214 1.138
8 C -1.548 -4.547 1.019
9 C -2.557 -4.868 0.136
10 C -3.133 -3.863 -0.631
11 C -2.644 -2.577 -0.452
12 N -1.678 -2.252 0.391
13 H 2.396 -3.282 4.581
14 H 2.164 -0.891 3.589
15 H -1.085 -5.320 1.619
16 H -2.890 -5.896 0.042
17 H -3.922 -4.068 -1.342
18 H -3.058 -1.753 -1.029
19 O -2.670 0.443 2.832
20 C -3.202 1.368 1.916
21 C -2.747 2.792 2.221
22 C -1.251 3.022 1.980
23 C -0.897 2.960 0.521
24 C -1.181 4.032 -0.317
25 C -0.860 3.963 -1.660
26 C -0.268 2.806 -2.137
27 C -0.033 1.774 -1.246
28 N -0.326 1.836 0.063
29 H -1.803 0.140 2.482
30 H -4.294 1.321 2.006
31 H -2.939 1.096 0.886
32 H -2.979 2.997 3.271
33 H -3.328 3.498 1.613
34 H -0.664 2.262 2.505
35 H -0.972 4.007 2.367
36 H -1.641 4.919 0.103
37 H -1.057 4.800 -2.320
38 H 0.054 2.678 -3.161
39 H 0.421 0.859 -1.606
40 C 3.308 0.376 -0.735
41 S 3.714 1.638 -1.978
42 C 4.018 0.704 -3.419
43 C 3.155 0.505 -4.459
44 S 1.540 0.972 -4.691
45 S 3.903 -0.417 -5.783
46 C 5.471 -0.690 -5.120
47 S 6.702 -1.453 -5.938
48 S 5.641 0.045 -3.588
49 H 3.519 0.825 0.234
50 H 3.929 -0.508 -0.865
51 H 2.252 0.116 -0.749

(4)
The following is a DFT calculation (the ωB97M-V functional and the def2-TZVPD basis) of a structure of composition C13H24F6IO3P2Pr.

Calculated values
Calculated total energy ... -77047.603 eV
Spin multiplicity ... 3
E_LUMO (alpha / beta) ... -11.07 / -10.76 eV
Energy relative to the best compared isomer or geometry (same formula, charge and spin) ... 383.2 kJ/mol
Net charge ... +2
<S²> ... 2.035

Geometry (Å):
1 C -1.462 -1.811 -3.437
2 C -0.781 -2.040 -2.125
3 H -1.524 -2.702 -4.112
4 H -0.897 -1.019 -3.956
5 H -2.481 -1.467 -3.200
6 O -0.291 -3.003 -1.671
7 I -1.509 3.357 0.993
8 Pr -0.716 0.979 -0.568
9 P -2.951 -0.643 0.271
10 C -2.818 -1.542 1.847
11 C -3.982 0.834 0.716
12 H -5.061 0.687 0.832
13 H -5.070 -1.784 -0.264
14 H -3.858 1.591 -0.067
15 H -4.328 -1.054 -1.685
16 H -2.196 -0.966 2.556
17 H -3.618 1.308 1.632
18 C -4.111 -1.599 -0.758
19 H -3.780 -1.741 2.345
20 H -3.681 -2.564 -1.034
21 H -2.314 -2.507 1.688
22 P 1.657 0.605 -1.924
23 C 3.194 0.080 -1.118
24 C 1.833 0.090 -3.667
25 H 0.708 2.896 -2.135
26 H 2.409 2.850 -2.606
27 H 1.953 2.867 -0.890
28 C 1.691 2.454 -1.877
29 H 1.011 0.458 -4.281
30 H 2.780 0.439 -4.056
31 H 4.111 0.252 -1.708
32 H 3.124 -1.022 -0.996
33 H 1.803 -0.996 -3.699
34 H 3.304 0.566 -0.132
35 C 0.054 -1.210 0.573
36 O 0.232 -2.154 1.242
37 C 0.683 0.299 3.396
38 C 1.718 0.586 2.311
39 O 0.965 0.531 1.041
40 C 2.303 2.033 2.432
41 F 3.267 2.162 3.379
42 F 2.784 2.468 1.249
43 F 1.298 2.887 2.731
44 C 3.032 -0.306 2.452
45 F 3.256 -0.618 3.771
46 F 2.831 -1.467 1.783
47 F 4.168 0.232 1.922
48 H -0.192 0.877 3.043
49 H 1.030 0.597 4.410
50 H 0.421 -0.771 3.351

(5)
The following is a DFT calculation (the ωB97M-V functional and the def2-TZVPD basis) of a cluster of 2 separate species, CHF3O2S in total.

Calculated values
Calculated total energy ... -24130.456 eV
Spin multiplicity ... 1
E_LUMO (alpha / beta) ... -2.69 / -2.69 eV
Energy relative to the best compared isomer or geometry (same formula, charge and spin) ... 489.7 kJ/mol
Net charge ... 0

Geometry (Å):
1 C -1.678 0.982 -0.365
2 O -1.847 -1.178 0.963
3 O 0.200 0.201 1.547
4 F 0.062 0.713 -1.876
5 F -2.028 2.184 0.051
6 F -2.597 0.487 -1.119
7 S -0.762 -0.327 0.634
8 H -0.274 -1.041 -0.316

(6)
The following is a DFT calculation (the ωB97M-V functional and the def2-TZVPD basis) of a structure of composition C34H50BN7O2S2Sr.

Calculated values
Calculated total energy ... -73784.442 eV
Spin multiplicity ... 1
E_LUMO ... -0.33 eV
Net charge ... 0

Geometry (Å):
1 Sr 1.003 0.429 -0.030
2 C 0.295 0.408 3.515
3 C 1.246 -0.769 3.689
4 C 1.138 -1.341 5.104
5 C 1.016 -1.845 2.663
6 C 1.294 -3.212 2.750
7 C 0.944 -3.743 1.527
8 C 1.136 -5.186 1.132
9 C 1.965 -5.338 -0.140
10 C -0.156 -6.001 1.124
11 N 0.483 -2.737 0.745
12 N 0.525 -1.573 1.460
13 B -0.341 -2.843 -0.586
14 N 0.469 -2.448 -1.892
15 N 0.992 -1.195 -1.957
16 C 1.574 -1.036 -3.134
17 C 1.441 -2.213 -3.870
18 C 0.725 -3.089 -3.064
19 C 0.351 -4.479 -3.546
20 C -0.757 -5.251 -2.838
21 C -0.026 -4.401 -5.034
22 C 2.209 0.261 -3.556
23 C 1.840 1.464 -2.694
24 C 1.870 0.553 -5.019
25 N -1.641 -2.029 -0.491
26 N -1.656 -0.667 -0.432
27 C -2.922 -0.291 -0.348
28 C -3.759 -1.410 -0.328
29 C -2.913 -2.495 -0.426
30 C -3.328 -3.939 -0.421
31 C -4.360 -4.217 -1.513
32 C -3.882 -4.327 0.951
33 C -3.305 1.165 -0.329
34 C -3.953 1.545 -1.663
35 C -2.123 2.071 -0.024
36 H 0.401 1.094 4.357
37 H -0.746 0.082 3.468
38 H 0.501 1.018 2.630
39 H 2.272 -0.404 3.554
40 H 0.143 -1.752 5.282
41 H 1.324 -0.567 5.849
42 H 1.863 -2.138 5.266
43 H 1.709 -3.755 3.581
44 H 1.741 -5.598 1.947
45 H 1.497 -4.857 -0.996
46 H 2.105 -6.394 -0.382
47 H 2.948 -4.883 -0.011
48 H -0.840 -5.710 0.330
49 H -0.684 -5.890 2.072
50 H 0.076 -7.060 0.991
51 H -0.603 -3.980 -0.693
52 H 1.798 -2.402 -4.865
53 H 1.268 -5.079 -3.480
54 H -1.679 -4.669 -2.790
55 H -0.494 -5.559 -1.833
56 H -0.966 -6.154 -3.414
57 H -0.901 -3.763 -5.170
58 H -0.270 -5.396 -5.407
59 H 0.778 -4.006 -5.651
60 H 3.296 0.142 -3.480
61 H 0.759 1.612 -2.612
62 H 2.274 2.368 -3.121
63 H 2.292 1.412 -1.707
64 H 0.792 0.664 -5.153
65 H 2.203 -0.250 -5.675
66 H 2.352 1.474 -5.350
67 H -4.833 -1.439 -0.255
68 H -2.447 -4.549 -0.607
69 H -5.276 -3.653 -1.330
70 H -4.621 -5.277 -1.531
71 H -3.997 -3.935 -2.501
72 H -4.774 -3.744 1.188
73 H -3.151 -4.148 1.740
74 H -4.158 -5.383 0.971
75 H -4.054 1.303 0.459
76 H -3.254 1.378 -2.485
77 H -4.246 2.596 -1.673
78 H -4.839 0.939 -1.855
79 H -1.398 2.056 -0.843
80 H -1.618 1.777 0.899
81 H -2.435 3.110 0.093
82 O 4.660 0.615 -0.475
83 S 4.548 1.248 0.816
84 O 5.160 0.619 1.946
85 N 2.922 1.525 1.054
86 C 2.611 2.789 0.841
87 S 1.034 3.349 0.666
88 C 3.799 3.674 0.716
89 C 3.841 5.057 0.623
90 C 5.082 5.667 0.530
91 C 6.258 4.921 0.526
92 C 6.219 3.533 0.615
93 C 4.967 2.956 0.707
94 H 2.929 5.638 0.628
95 H 5.142 6.745 0.462
96 H 7.210 5.430 0.455
97 H 7.116 2.931 0.620

(7)
The following is a DFT calculation (the ωB97M-V functional and the def2-TZVPD basis) of a structure of composition C37H21Br2F4O6PSTi.

Calculated values
Calculated total energy ... -245194.762 eV
Spin multiplicity ... 2
E_LUMO (alpha / beta) ... 2.05 / 2.05 eV
Energy relative to the best compared isomer or geometry (same formula, charge and spin) ... 56.8 kJ/mol
Net charge ... -1
<S²> ... 0.753

Geometry (Å):
1 Ti -0.702 0.648 -1.421
2 Br -1.320 3.205 -0.604
3 C -3.187 2.847 -0.570
4 C -3.956 3.832 -0.042
5 C -5.362 3.666 -0.031
6 C -5.909 2.541 -0.565
7 C -5.094 1.515 -1.115
8 C -5.686 0.352 -1.681
9 C -4.895 -0.627 -2.186
10 C -3.475 -0.514 -2.127
11 C -2.818 0.567 -1.596
12 C -3.680 1.623 -1.107
13 H -3.502 4.734 0.350
14 H -5.988 4.441 0.397
15 H -6.986 2.410 -0.580
16 H -6.769 0.272 -1.702
17 H -5.345 -1.511 -2.627
18 H -2.900 -1.351 -2.510
19 O -0.511 0.858 -5.325
20 C -0.476 0.587 -4.162
21 O -0.527 1.437 -3.140
22 C -0.336 -0.907 -3.659
23 O -0.248 -1.843 -4.396
24 O -0.296 -0.930 -2.330
25 F 7.572 0.299 -2.530
26 C 6.331 0.417 -2.050
27 C 6.121 0.500 -0.700
28 F 7.157 0.464 0.142
29 C 4.825 0.620 -0.217
30 F 4.735 0.700 1.118
31 C 3.716 0.651 -1.046
32 P 1.975 0.699 -0.323
33 C 2.126 2.227 0.689
34 C 1.536 2.406 1.938
35 C 1.585 3.644 2.570
36 C 2.206 4.725 1.959
37 C 2.774 4.565 0.700
38 C 2.730 3.327 0.075
39 C 2.094 -0.787 0.749
40 C 2.506 -0.834 2.078
41 C 2.512 -2.040 2.765
42 C 2.127 -3.216 2.130
43 C 1.734 -3.176 0.802
44 C 1.713 -1.967 0.116
45 C 3.961 0.580 -2.405
46 Br 2.626 0.677 -3.709
47 C 5.253 0.461 -2.904
48 F 5.502 0.390 -4.215
49 H 1.003 1.587 2.401
50 H 1.121 3.761 3.543
51 H 2.234 5.690 2.452
52 H 3.249 5.402 0.202
53 H 3.167 3.225 -0.913
54 H 2.811 0.065 2.592
55 H 2.819 -2.059 3.805
56 H 2.124 -4.155 2.671
57 H 1.411 -4.079 0.298
58 H 1.359 -1.940 -0.909
59 O -2.581 -5.896 3.496
60 C -2.166 -5.584 2.236
61 O -2.058 -6.467 1.431
62 C -1.884 -4.140 1.967
63 C -1.788 -3.718 0.648
64 C -1.542 -2.388 0.349
65 C -1.382 -1.428 1.362
66 S -1.055 0.266 1.031
67 C -1.465 -1.870 2.687
68 C -1.715 -3.200 2.980
69 H -2.712 -5.074 3.984
70 H -1.904 -4.452 -0.142
71 H -1.458 -2.081 -0.683
72 H -1.311 -1.154 3.487
73 H -1.725 -3.495 4.025

(8)
The following is a DFT calculation (the ωB97M-V functional and the def2-TZVPD basis) of a structure of composition C10H9CeCl3FeI2O6S.

Calculated values
Calculated total energy ... -134667.929 eV
Spin multiplicity ... 7
E_LUMO (alpha / beta) ... -14.78 / -17.55 eV
Net charge ... +4
<S²> ... 12.167

Geometry (Å):
1 I -2.205 -1.978 1.558
2 I 0.476 -1.054 2.759
3 Fe 0.867 0.517 -0.024
4 Ce -0.927 2.673 0.239
5 S 0.306 -1.592 0.398
6 C 0.218 1.530 -1.809
7 C -2.382 2.952 -2.279
8 C 1.200 -2.938 -0.503
9 C 2.164 -3.439 0.603
10 C 1.863 -2.251 -1.685
11 C 0.181 -3.982 -0.820
12 C 1.421 1.988 0.948
13 C 2.237 0.894 -1.036
14 O -2.834 3.484 -3.187
15 O 0.592 1.212 -2.884
16 O 1.950 2.995 1.328
17 O 3.088 1.585 -1.425
18 H 2.796 -4.252 0.179
19 H 1.588 -3.835 1.441
20 H 2.788 -2.589 1.022
21 H 2.302 -3.031 -2.301
22 H 2.653 -1.529 -1.370
23 H 1.116 -1.775 -2.320
24 H 0.656 -4.830 -1.239
25 H -0.611 -3.650 -1.519
26 H -0.320 -4.393 0.063
27 Cl -4.568 5.340 1.840
28 C -3.295 4.182 1.571
29 Cl -3.924 2.900 0.410
30 Cl -1.815 5.231 0.794
31 C -2.699 3.422 2.801
32 O -3.169 3.648 3.951
33 O -1.713 2.565 2.497